(1)
23
Properties=species:S:1:pos:R:3:forces:R:3 method="wB97M-V/def2-TZVPD" gap_ha=0.29631 total_energy_ev=-17570.7494 e_homo_ev=-8.3
C -0.3252 2.1140 0.4021 -0.024 -0.806 -0.279
C 0.9752 2.1317 0.4434 1.123 -2.216 -0.095
C 1.8986 1.0535 0.2382 -0.991 2.775 0.046
C 1.7900 -0.1564 -0.1459 -4.261 -0.514 0.329
C -0.2813 -0.3864 0.1624 3.456 -1.841 0.620
C -0.6359 -1.5009 -0.8014 -0.426 1.624 -1.362
C -0.1836 -0.9373 1.5645 -1.241 1.134 0.874
C -2.0483 1.0854 -0.8819 -0.551 -0.247 3.288
N -0.8830 0.8137 0.0619 -2.346 2.406 -1.961
N 2.6172 -1.2345 -0.3895 1.924 0.739 0.608
O 3.7238 -0.9438 -0.8039 0.667 -0.482 -0.658
O 2.2607 -2.3399 -0.0629 -0.477 -0.954 -0.183
O 2.3473 2.3618 0.4978 0.705 0.428 0.230
H -1.1060 2.8360 0.3272 0.246 0.879 0.562
H -1.7101 -1.4510 -0.9783 -0.087 -0.277 -0.082
H -0.4007 -2.4730 -0.4366 0.398 -0.501 0.375
H -0.1338 -1.3251 -1.7767 -0.400 -0.253 0.529
H -1.2324 -1.2844 1.7453 0.734 -0.303 0.126
H -0.0561 -0.1393 2.3702 0.430 -1.063 -1.167
H 0.5391 -1.7496 1.5391 -0.126 0.067 0.637
H -2.5278 1.9987 -0.3988 0.284 -1.238 -0.974
H -1.8666 1.2729 -1.9006 0.757 0.245 -1.289
H -2.7612 0.2538 -0.7755 0.205 0.397 -0.174

=====

(2)
89
Properties=species:S:1:pos:R:3:forces:R:3 method="wB97M-V/def2-TZVPD" gap_ha=0.04358 charge=+2 total_energy_ev=-310690.9443 e_homo_ev=-9.1
O -4.3521 -3.2040 -4.2738 0.640 2.482 -0.324
P -4.1704 -2.1817 -5.3844 -1.433 -1.376 -0.626
O -4.4039 -2.9844 -6.8394 1.033 1.510 2.219
O -5.3364 -0.9885 -5.3755 1.819 -2.115 -0.842
C -2.4636 -1.4456 -5.4296 1.370 0.727 0.302
C -1.3962 -1.8791 -4.5122 -0.544 1.710 -1.935
C -0.0197 -1.2737 -4.6225 -0.767 2.074 -2.555
C 1.2073 -1.6537 -3.7336 -0.703 -0.970 -0.785
C 0.9003 -2.5847 -2.5139 0.730 -0.180 1.174
C 0.8418 -1.7179 -1.1729 0.811 0.172 -0.736
S -0.6220 -2.0635 -0.1076 2.486 4.791 -3.906
C -1.4008 -0.4497 0.3895 0.390 0.317 0.404
S -2.5902 -0.3085 1.5540 1.604 -0.177 -1.596
N -0.8333 0.6886 -0.3208 -1.054 -1.160 0.291
C 0.1714 1.5681 0.1259 -0.919 1.658 -3.988
C 0.2955 2.4205 -1.0719 -0.210 -1.769 1.785
N -0.5836 2.0417 -2.1321 -0.157 -2.084 2.855
C -1.2793 0.9612 -1.6387 2.347 1.996 0.466
C 0.2222 -0.2470 -5.6649 -1.324 -1.370 0.977
C -0.8448 0.2219 -6.6052 -0.083 -0.878 0.776
N -0.6882 1.1711 -7.6067 -2.634 -2.270 1.258
S -2.1973 1.2117 -8.3139 0.215 -0.878 1.418
N -3.1279 0.1242 -7.4291 3.580 0.243 0.885
C -2.2274 -0.3873 -6.4985 1.045 0.173 0.371
H -3.9048 -3.8271 -6.6925 -0.687 0.183 -0.233
H -6.0526 -1.3262 -5.9608 0.310 0.424 0.375
H -1.6098 -2.6609 -3.7308 0.045 0.983 -1.119
H 1.6651 -0.6493 -3.3426 -1.686 -1.706 -0.610
H 2.0242 -2.1158 -4.3731 -0.972 0.604 0.640
H 1.7667 -3.3002 -2.3637 -1.006 0.843 -0.372
H -0.0089 -3.2340 -2.6207 0.763 0.811 -0.265
H 0.9132 -0.6484 -1.5148 -0.575 -0.775 1.030
H 1.7695 -1.9049 -0.5362 -1.114 0.424 -0.609
H 0.7065 1.5585 1.1043 -0.544 -0.427 -1.223
H 1.0461 3.2461 -1.1101 -1.068 -0.739 -0.299
H -2.0582 0.3232 -2.1182 0.844 0.871 0.391
H 1.2471 0.2113 -5.7877 -1.230 -0.558 0.219
Cs -1.7737 -3.5600 1.5656 -2.878 -3.583 3.893
C 4.2393 6.8581 2.3034 -0.210 0.121 -0.046
C 4.4331 5.3808 2.5784 0.151 0.582 -0.368
O 3.3684 4.8678 3.3881 0.104 -0.456 0.099
C 2.2226 4.6050 2.7392 -0.262 0.099 0.007
O 2.0243 4.7498 1.5635 0.121 -0.088 0.184
O 1.3289 4.1760 3.6406 0.399 0.052 -0.053
C 0.0301 3.9392 3.0988 -0.446 -0.088 -0.098
H 4.1051 7.4072 3.2376 0.159 -0.075 -0.008
H 5.0988 7.2678 1.7704 -0.020 -0.030 0.043
H 3.3467 7.0311 1.7005 0.106 -0.110 -0.053
H 5.3574 5.2367 3.1444 -0.342 0.153 0.258
H 4.5288 4.8064 1.6503 -0.313 0.070 0.031
H 0.0757 3.2766 2.2359 0.050 0.199 0.009
H -0.4397 4.8864 2.8305 0.062 -0.091 -0.113
H -0.5701 3.4596 3.8714 0.231 0.081 0.105
F 1.8268 1.2613 3.9611 0.774 -0.659 2.467
Al 3.2357 1.2259 4.9598 2.061 2.349 -4.024
F 3.4520 -0.4388 5.5964 -1.220 1.323 0.685
F 2.9941 2.3310 6.3290 -0.514 -2.783 -0.632
F 4.6418 1.7111 4.0326 -3.267 -1.584 2.888
O 4.3243 -0.9181 2.0285 -0.225 0.071 -0.194
S 3.6576 -0.2061 0.9160 0.268 0.596 1.482
O 4.4789 0.9530 0.4921 0.110 0.304 -0.269
O 2.3196 0.2683 1.3669 -0.063 -0.302 -0.272
O 3.4790 -1.1356 -0.2441 -0.036 -0.063 -1.339
C -7.5638 -1.6454 8.2008 -0.005 0.276 -0.308
C -6.1834 -2.2699 8.2091 -0.621 -0.138 0.759
O -5.5750 -2.1871 6.9047 0.700 0.374 -0.697
C -5.0058 -1.0182 6.5962 -0.822 -0.595 1.421
O -4.9724 -0.0612 7.3160 0.447 0.074 -0.654
C -4.3633 -1.0934 5.2103 0.028 0.230 -1.620
F -5.1638 -1.6721 4.3001 0.111 0.026 0.507
F -3.2147 -1.8146 5.2266 -0.036 -0.011 0.357
F -4.0461 0.1134 4.7212 -0.078 -0.222 0.569
H -8.1833 -2.0954 7.4225 0.023 -0.110 0.129
H -8.0528 -1.7806 9.1660 0.068 -0.041 -0.042
H -7.5110 -0.5761 7.9878 0.034 -0.043 0.133
H -6.2626 -3.3310 8.4480 0.168 0.017 -0.332
H -5.5398 -1.8163 8.9654 0.062 0.128 -0.253
Cs 6.3574 2.7210 2.8146 1.965 0.339 -1.943
Ca 1.7177 -0.1085 6.8527 0.069 0.251 0.020
Br 4.5097 -3.2178 -3.1658 -0.043 0.170 0.161
C 4.7251 -4.0928 -4.8932 0.094 -0.068 0.129
C 5.5421 -3.2433 -5.8304 -0.066 -0.015 -0.244
Br 4.4818 -1.7697 -6.5457 -0.005 0.094 0.137
H 3.7266 -4.3090 -5.2683 0.126 0.047 -0.050
H 5.2370 -5.0302 -4.6761 0.012 0.093 -0.017
H 5.8511 -3.8206 -6.7017 -0.065 0.022 0.066
H 6.4196 -2.8042 -5.3603 -0.115 -0.065 0.016
Cl -4.2892 -5.3574 -4.8311 0.247 -0.924 -0.282
Mg 3.0263 0.3475 -3.0008 1.581 0.436 1.541

=====

(3)
16
Properties=species:S:1:pos:R:3:forces:R:3 method="wB97M-V/def2-TZVPD" gap_ha=0.38533 total_energy_ev=-8866.3133 e_homo_ev=-9.4
C 1.3471 1.0002 1.1112 0.013 -0.001 0.028
C 0.2824 0.8632 0.0415 0.042 0.068 0.046
C 0.6131 0.1846 -1.3220 0.184 0.078 -0.150
C -0.7613 -0.5388 -1.2832 -0.131 -0.145 -0.075
C -0.7612 -0.2170 0.1911 -0.098 -0.128 0.341
N -1.1591 -0.7908 1.2468 0.300 0.444 -0.378
O -1.9603 -1.8932 0.9437 -0.212 -0.273 0.164
H 2.0882 1.7588 0.8375 -0.094 -0.107 0.023
H 1.8628 0.0455 1.2582 -0.061 0.120 0.000
H 0.8949 1.2886 2.0652 0.083 -0.034 -0.118
H -0.2072 1.8270 -0.1527 0.036 -0.125 0.052
H 0.8234 0.8468 -2.1667 -0.077 -0.139 0.117
H 1.4316 -0.5343 -1.2092 -0.104 0.137 -0.005
H -0.8167 -1.5958 -1.5546 0.049 0.169 0.035
H -1.5367 0.0145 -1.8248 0.097 -0.087 0.101
H -2.1411 -2.2596 1.8181 -0.027 0.022 -0.182